# C30H58I3N2O9S

A structure of composition C30H58I3N2O9S in a non-equilibrium geometry (the ωB97M-V functional and the def2-TZVPD basis, the Open Molecules 2025 dataset).

Last column: Mulliken charge in e.
Positions of all 103 atoms, in Å:
C 4.6658 -5.9342 1.0790  -1.60
C 3.9397 -4.6856 0.6928  1.46
I 3.4375 -3.3681 2.2424  0.48
C 3.5660 -4.3820 -0.5359  -2.88
I 3.8928 -5.5937 -2.2154  0.25
C 2.8501 -3.1152 -0.7793  0.86
C 1.4724 -3.1338 -0.8237  0.16
I 0.3545 -4.8948 -0.6501  0.25
C 0.7568 -1.9527 -0.9755  0.29
O -0.5670 -1.9967 -1.0641  -0.51
C -1.3467 -1.6635 0.1287  -1.13
C -0.6906 -1.9393 1.4665  1.21
C -1.8221 -2.1631 2.4679  -1.86
O 0.0566 -0.7962 1.8616  -0.25
C 1.4681 -0.7473 -1.0557  1.15
C 0.6355 0.4923 -1.2229  -0.85
C 0.6105 0.9778 -2.6657  -0.13
O -0.2261 1.7578 -3.0191  -0.51
C 2.8512 -0.7447 -0.9974  0.52
C 3.5795 0.5719 -1.0197  -1.41
C 4.4964 0.8601 0.2068  -1.26
C 3.9602 0.3480 1.5380  1.36
C 2.7161 1.1145 2.0399  -0.15
N 3.0190 2.1616 3.0144  -0.46
N 3.5282 -1.9389 -0.9063  0.38
S 5.3068 -2.0258 -0.9323  1.25
C 5.8681 -0.9316 -2.2265  -1.15
O 5.7793 -1.6596 0.3561  -0.55
O 5.7351 -3.3135 -1.3685  -0.57
H 5.1428 -5.8245 2.0417  0.44
H 3.9716 -6.7694 1.0681  0.32
H 5.4322 -6.1208 0.3337  0.45
H -2.2431 -2.2630 0.0516  0.54
H -1.6799 -0.6330 0.1024  0.27
H -0.0819 -2.8383 1.4861  -0.20
H -2.4330 -1.2644 2.5177  0.43
H -1.3986 -2.4043 3.4358  0.45
H -2.4562 -2.9809 2.1470  0.52
H -0.3375 -0.4115 2.6482  0.28
H -0.3956 0.3378 -0.9580  -0.19
H 0.9851 1.3105 -0.6108  0.18
H 1.3431 0.5846 -3.3924  0.44
H 4.1303 0.6953 -1.9431  0.66
H 2.8759 1.3822 -1.0215  0.43
H 5.5113 0.5297 0.0389  0.33
H 4.5452 1.9435 0.2918  0.65
H 4.7389 0.5413 2.2705  0.69
H 3.8242 -0.7288 1.5501  -1.23
H 2.2315 1.5832 1.1901  0.62
H 2.0716 0.4017 2.5392  -0.98
H 3.2342 3.0412 2.5704  0.28
H 3.7692 1.8759 3.6284  0.18
H 6.2896 -0.0291 -1.8112  0.34
H 6.6129 -1.4771 -2.7888  0.53
H 5.0321 -0.7339 -2.8837  0.34
C -1.7900 3.6826 -6.2027  -1.03
C -0.8432 4.8696 -6.2710  0.32
C 0.4145 4.5312 -7.0574  -1.15
O -0.4969 5.2882 -4.9508  -0.54
H -1.3077 2.8438 -5.6926  0.19
H -2.6827 3.9384 -5.6320  0.30
H -2.0950 3.3551 -7.1977  0.37
H -1.3467 5.7164 -6.7376  0.30
H 0.9560 3.7120 -6.5748  0.26
H 1.0855 5.3896 -7.0927  0.31
H 0.1765 4.2332 -8.0793  0.36
H -0.0541 4.5500 -4.5193  0.33
C 2.2469 0.7297 6.4271  -1.55
C 2.6387 0.1246 5.0893  1.04
C 3.0943 -1.3195 5.2421  -0.91
O 3.6715 0.9030 4.4776  -0.38
H 3.1017 0.7373 7.1083  0.35
H 1.9243 1.7624 6.2977  0.43
H 1.4379 0.1681 6.8955  0.39
H 1.7881 0.1675 4.4064  -0.27
H 3.9753 -1.3879 5.8845  0.36
H 3.3737 -1.7247 4.2681  -0.31
H 2.3054 -1.9396 5.6706  0.42
H 4.4396 0.8881 5.0583  0.33
C -3.6770 2.3773 1.3556  -1.25
C -4.8118 1.3662 1.2827  0.75
C -6.1265 1.9734 1.7359  -1.42
O -4.4942 0.2210 2.0857  -0.54
H -3.5340 2.7181 2.3846  0.35
H -2.7369 1.9264 1.0289  0.14
H -3.8803 3.2462 0.7299  0.41
H -4.9121 1.0020 0.2592  0.13
H -6.0602 2.3031 2.7770  0.44
H -6.9271 1.2369 1.6788  0.27
H -6.3995 2.8271 1.1170  0.37
H -4.4055 0.5206 2.9969  0.33
C -7.1753 -0.5435 -2.3896  -1.36
C -7.9194 -0.1739 -1.1147  0.62
C -9.2694 -0.8703 -1.0394  -1.45
O -8.0928 1.2413 -1.0421  -0.52
H -7.7451 -0.2318 -3.2687  0.36
H -6.2109 -0.0350 -2.4311  0.31
H -7.0055 -1.6193 -2.4523  0.37
H -7.3170 -0.4499 -0.2470  0.25
H -9.9019 -0.5682 -1.8781  0.36
H -9.7907 -0.5941 -0.1229  0.34
H -9.1588 -1.9551 -1.0638  0.37
H -8.6234 1.5140 -1.7979  0.34

Forces on the atoms, in the same order (eV/Å):
C 0.0 0.4 -0.3
C 0.1 -0.5 0.3
I -0.1 -0.5 0.1
C 0.0 0.3 -0.2
I -0.2 -0.1 0.2
C -0.3 -0.6 -0.3
C -0.3 -0.4 -0.2
I 0.3 0.1 0.0
C 0.5 0.0 0.1
O -0.1 0.2 0.2
C -0.3 -0.5 0.0
C -1.1 0.5 0.7
C 0.2 0.0 -0.3
O 0.7 -0.2 -0.3
C -0.4 0.0 0.3
C 0.7 0.0 -0.6
C -0.5 0.2 0.1
O 0.1 0.2 -0.2
C -0.1 0.5 -0.1
C 0.7 0.0 0.6
C -0.3 0.2 0.0
C 0.2 0.5 0.0
C 1.0 0.1 0.4
N -1.2 3.4 -3.6
N -0.5 0.2 -0.4
S 2.8 -0.8 0.3
C -0.7 0.1 -0.1
O -0.5 0.5 0.1
O -0.8 0.1 -0.6
H 0.0 -0.1 0.2
H -0.1 -0.2 0.2
H 0.2 -0.1 -0.1
H -0.1 -0.3 -0.3
H 0.2 0.3 -0.1
H 0.4 0.0 -0.3
H -0.2 0.1 0.1
H 0.0 0.0 0.3
H -0.1 -0.2 0.1
H -0.1 0.0 0.1
H -0.2 -0.1 0.1
H 0.1 0.2 0.3
H 0.2 -0.1 0.1
H 0.1 0.1 -0.1
H -0.6 0.0 -0.1
H 0.1 0.0 0.1
H 0.1 0.2 -0.1
H 0.2 -0.2 0.1
H -0.1 0.0 -0.2
H -0.6 -0.1 -0.1
H -0.4 -0.1 -0.4
H -0.3 0.3 -0.5
H -0.6 1.7 -1.6
H -0.1 0.2 0.1
H 0.1 -0.4 0.2
H 0.0 0.1 -0.3
C -0.2 0.0 0.0
C 0.2 -0.5 0.1
C 0.1 0.2 0.0
O -0.1 0.2 -0.1
H 0.1 0.0 -0.1
H 0.0 0.0 0.0
H 0.0 0.0 0.0
H 0.0 0.1 0.1
H -0.1 -0.1 0.0
H 0.0 0.0 0.0
H 0.0 0.0 0.0
H 0.0 0.0 0.0
C 0.0 0.2 -0.1
C -0.1 -0.3 0.7
C 0.0 0.0 -0.2
O 1.7 -4.9 5.2
H 0.0 -0.1 0.0
H 0.0 0.0 0.0
H 0.0 0.0 0.0
H 0.1 0.1 0.0
H 0.0 0.0 0.1
H 0.0 0.1 0.1
H 0.0 0.0 0.0
H 0.2 -0.4 0.4
C 0.1 -0.1 -0.1
C 0.0 0.4 0.4
C -0.1 -0.1 0.0
O 0.2 -0.2 -0.2
H -0.1 0.0 0.0
H 0.0 0.0 0.0
H 0.0 0.0 0.0
H 0.0 -0.1 0.0
H 0.1 0.1 0.0
H 0.0 0.0 -0.1
H 0.0 0.0 0.0
H -0.1 0.0 0.0
C 0.2 0.0 0.1
C -0.3 0.0 -0.4
C 0.0 0.0 0.2
O 0.2 0.0 0.2
H -0.1 -0.1 0.0
H 0.0 0.0 0.0
H 0.0 0.0 0.0
H 0.0 0.1 0.1
H 0.1 0.0 -0.1
H 0.0 0.0 0.0
H 0.0 0.0 0.0
H 0.0 0.0 0.0

* frontier orbital gap: 6.5 eV
* net charge: +1
* max |F|: 0.142 hartree/bohr
* HOMO: -10.50 eV